Entry 1:
2 unconnected molecules or ions with the total composition C19H18F3N2O4S2 at a distorted geometry, computed with ωB97M-V/def2-TZVPD.

Geometry as XYZ:
```
48
Properties=species:S:1:pos:R:3:forces:R:3:lowdin_charge:R:1
C 0.826 5.586 -1.376 -0.05 -0.09 0.06 -0.075
C 0.804 4.436 -0.373 0.19 0.57 0.49 -0.205
O -0.294 3.513 -0.541 0.07 0.52 -1.00 0.005
C -0.209 2.385 0.146 2.26 0.45 1.86 -0.460
C -1.400 1.465 -0.098 1.55 -0.47 -0.72 -0.224
C -0.705 0.273 -0.803 0.43 -1.55 -0.10 -0.108
C 0.414 -0.299 -0.119 -0.12 -0.30 0.02 -0.001
C 0.914 -1.559 -0.408 0.42 0.27 0.16 -0.017
C 0.383 -2.293 -1.466 -0.98 0.89 0.18 -0.256
C 0.866 -3.603 -1.712 0.92 -2.59 -0.58 -0.196
N 1.284 -4.681 -1.882 -0.79 2.01 0.27 0.134
C -0.674 -1.731 -2.202 -0.05 0.64 -0.45 -0.030
C -1.204 -0.452 -1.919 0.32 0.30 0.53 -0.004
O 0.794 2.130 0.832 -2.31 0.73 -1.43 0.058
H 1.706 6.170 -1.060 -0.32 0.02 -0.21 0.077
H 1.014 5.269 -2.419 -0.29 0.04 0.50 0.077
H -0.059 6.235 -1.311 0.24 -0.30 -0.13 0.077
H 1.786 3.956 -0.433 -0.44 -0.46 0.11 0.122
H 0.687 4.833 0.644 0.17 -0.11 -0.19 0.134
H -2.274 1.953 -0.603 1.43 -0.87 -0.65 0.038
H 0.942 0.217 0.689 -0.83 -0.15 -0.39 0.117
H 1.741 -1.950 0.219 -0.65 0.20 -0.63 0.132
H -1.068 -2.274 -3.060 0.06 0.03 0.21 0.110
H -1.990 0.007 -2.566 0.59 -0.66 0.72 0.126
C -3.789 1.431 3.706 -1.74 -0.61 1.51 -0.270
N -3.053 2.574 3.473 4.04 1.39 -3.43 -0.270
S -3.246 3.257 0.482 -4.30 1.39 1.75 0.912
C -5.109 3.140 1.343 2.33 0.18 -1.11 -0.714
F -5.753 3.647 0.269 -1.06 0.09 0.64 0.009
F -5.598 1.889 1.577 0.57 1.17 -0.59 0.063
F -5.368 3.881 2.433 0.22 -0.54 -1.23 0.098
S -1.464 2.350 3.378 -3.12 2.88 1.04 0.486
C -1.256 0.932 2.428 -0.24 -2.78 -1.15 -0.255
C -1.055 -0.301 3.087 -1.80 -0.67 -0.65 -0.041
C -1.823 -1.403 2.671 0.28 -0.77 -0.70 -0.079
C -2.876 -1.329 1.694 0.86 -1.29 1.17 -0.096
C -2.974 -0.165 0.985 1.21 1.07 -0.24 -0.051
C -1.914 0.833 1.168 -1.08 -1.80 0.42 -0.277
O -0.927 3.490 2.706 1.13 0.98 -0.72 -0.334
O -0.960 2.015 4.666 1.65 -0.82 1.64 -0.320
H -4.804 1.810 3.607 -0.40 -0.74 0.76 0.053
H -3.741 0.508 3.100 0.39 0.57 0.07 0.061
H -3.493 1.279 4.721 -0.91 -1.74 1.37 0.064
H -0.403 -0.443 3.945 -0.23 0.57 -0.03 0.117
H -1.567 -2.384 3.095 -0.37 0.43 -0.01 0.095
H -3.505 -2.249 1.491 0.57 1.44 0.41 0.120
H -3.848 0.077 0.348 1.02 -0.36 -0.19 0.134
H -2.702 2.242 1.182 -0.86 0.86 0.64 -0.134
```
Positions in Å, forces in eV/Å.

Its HOMO energy is -3.86 eV. The value obtained for the HOMO-LUMO gap is 5.749 eV. The total energy is -2241.106662 hartree. As for the charge: -1.

=====

Entry 2:
A molecular structure, CH2CaNaO at a distorted geometry, computed with ωB97M-V/def2-TZVPD.

Geometry as XYZ:
```
6
Properties=species:S:1:pos:R:3:forces:R:3:lowdin_charge:R:1
H -0.263 -0.202 0.242 0.67 0.87 -1.14 -0.092
O 0.789 0.682 -2.210 -0.43 -0.01 1.70 0.086
C 0.787 0.820 -1.046 -0.83 -1.50 -0.91 -0.105
Na -0.372 -2.316 1.784 1.14 -1.00 -0.01 0.165
Ca -2.377 -0.408 1.666 -0.92 1.09 -0.23 0.879
H 1.437 1.423 -0.436 0.37 0.55 0.58 0.068
```
Positions in Å, forces in eV/Å.

Its HOMO energy (spin up / spin down) is -9.93 / -9.90 eV. The value obtained for the HOMO-LUMO gap (spin up / spin down) is 5.228 / 5.600 eV. The total energy is -954.037100 hartree. As for the charge: +1.

=====

Entry 3:
2 unconnected molecules or ions with the total composition C9H14 at a distorted geometry, computed with ωB97M-V/def2-TZVPD.

Geometry as XYZ:
```
23
Properties=species:S:1:pos:R:3:forces:R:3:lowdin_charge:R:1
C 0.707 1.251 0.349 -0.18 1.47 -0.27 -0.056
C -0.380 0.463 2.483 0.37 0.57 -0.34 -0.059
C -0.460 0.687 1.116 0.54 -0.19 -0.71 -0.281
C -1.374 -0.215 3.166 0.16 0.09 -0.03 -0.087
C -2.481 -0.624 2.449 -0.54 0.20 -0.36 -0.103
C -1.613 0.357 0.417 -0.29 -0.07 0.28 -0.058
C -2.616 -0.294 1.101 -0.81 -0.13 0.38 -0.095
H 0.455 0.980 2.943 0.13 -0.59 0.50 0.113
H -1.293 -0.407 4.227 -0.02 0.07 0.03 0.102
H 1.706 0.916 0.624 -0.24 -0.41 0.06 0.082
H 0.746 2.344 0.456 0.00 0.01 0.32 0.084
H -3.334 -1.079 2.929 0.08 -0.24 0.21 0.096
H -1.785 0.669 -0.609 0.33 -0.20 0.00 0.113
H -3.580 -0.499 0.634 0.33 -0.06 -0.09 0.104
H 0.547 1.163 -0.725 0.13 -0.49 0.07 0.043
C 2.266 -1.281 -2.381 -0.16 0.64 0.25 -0.161
C 1.457 -0.105 -2.941 -0.55 -1.34 -0.92 -0.183
H 1.880 -2.214 -2.781 -0.08 -0.14 0.06 0.060
H 3.299 -1.192 -2.720 0.09 -0.06 0.30 0.061
H 2.211 -1.310 -1.285 0.20 -0.12 -0.24 0.058
H 0.385 -0.286 -2.843 -0.06 0.24 0.71 0.058
H 1.525 -0.199 -4.026 0.46 0.67 -0.17 0.060
H 1.732 0.876 -2.580 0.12 0.10 -0.05 0.051
```
Positions in Å, forces in eV/Å.

Its HOMO energy is -8.94 eV. The value obtained for the HOMO-LUMO gap is 9.973 eV. The total energy is -351.312974 hartree.

=====

Entry 4:
A molecular structure, C5H8P2 at a distorted geometry, computed with ωB97M-V/def2-TZVPD.

Geometry as XYZ:
```
15
Properties=species:S:1:pos:R:3:forces:R:3:lowdin_charge:R:1
C -0.788 1.684 -0.326 1.32 1.81 -1.85 -0.216
C 0.563 1.661 -0.357 0.22 0.90 1.05 -0.118
C -1.442 0.483 0.011 -0.14 -0.80 1.58 -0.793
C 1.209 0.461 0.248 -3.02 -2.79 -0.62 -0.073
C -0.471 -0.519 0.456 3.52 1.54 2.49 -0.617
P -3.088 0.526 0.082 -1.56 0.95 -0.48 0.886
P -0.601 -2.127 -0.252 -0.02 -0.83 -2.37 0.769
H -1.383 2.536 -0.681 0.36 -0.24 0.15 0.098
H 1.178 2.542 -0.635 -0.59 -0.62 0.09 0.110
H 1.749 -0.180 -0.483 -0.08 0.55 0.54 0.074
H 1.741 0.505 1.220 -0.48 0.29 -0.66 0.091
H -0.513 -0.764 1.569 -0.07 0.83 -1.16 0.097
H -3.493 -0.677 0.656 0.39 -0.79 0.16 -0.159
H 0.796 -2.437 -0.102 -0.44 -0.04 -0.49 -0.101
H -0.685 -1.659 -1.706 0.57 -0.76 1.58 -0.046
```
Positions in Å, forces in eV/Å.

Its HOMO energy is -8.38 eV. The value obtained for the HOMO-LUMO gap is 8.176 eV. The total energy is -877.887819 hartree.

=====

Entry 5:
A molecular structure, C19H34AlN4O2Si3, computed with ωB97M-V/def2-TZVPD.

Geometry as XYZ:
```
63
Properties=species:S:1:pos:R:3:forces:R:3:lowdin_charge:R:1
Al -0.140 0.023 -0.121 0.17 -0.41 -0.35 0.141
C 0.016 -2.001 4.196 0.04 -0.03 0.27 -0.157
Si -0.195 -1.820 2.359 -0.18 0.05 0.01 0.407
C -1.825 -2.654 1.937 -0.08 -0.17 -0.05 -0.167
C 1.151 -2.801 1.501 0.19 -0.06 -0.13 -0.154
C -0.145 -0.017 1.801 -0.04 0.12 -0.16 -0.446
Si -1.446 1.054 2.685 0.01 0.00 -0.07 0.411
C -3.064 0.140 2.797 -0.24 -0.09 0.06 -0.169
C -0.851 1.439 4.407 0.07 0.08 0.24 -0.159
C -1.780 2.673 1.812 0.00 0.13 -0.11 -0.156
Si 1.548 0.723 2.060 0.03 -0.08 -0.16 0.471
C 2.535 0.231 3.542 0.15 -0.11 0.21 -0.152
C 1.588 2.564 1.836 0.02 0.25 -0.03 -0.143
C 2.513 0.125 0.499 -0.05 -0.07 -0.24 -0.215
C 3.894 0.099 0.343 -0.07 0.00 0.02 -0.020
C 4.448 -0.216 -0.885 0.09 -0.01 -0.02 -0.009
C 3.619 -0.487 -1.968 0.07 0.00 -0.05 -0.015
C 2.260 -0.449 -1.779 -0.05 0.03 0.22 -0.066
N 1.726 -0.172 -0.572 0.15 0.06 -0.01 0.037
H 0.101 -3.064 4.441 -0.01 0.04 0.00 0.052
H -0.862 -1.617 4.723 0.06 -0.05 0.00 0.035
H 0.898 -1.494 4.591 -0.11 -0.10 0.01 0.019
H -1.640 -3.672 1.585 -0.02 0.00 0.00 0.038
H -2.421 -2.139 1.183 0.00 -0.02 -0.05 0.015
H -2.454 -2.730 2.827 0.04 -0.04 -0.08 0.038
H 1.112 -3.836 1.852 0.01 0.04 -0.02 0.052
H 2.158 -2.425 1.703 -0.03 -0.03 -0.01 0.034
H 1.020 -2.825 0.413 0.03 -0.02 0.04 0.019
H -3.020 -0.741 3.441 -0.03 0.11 -0.05 0.026
H -3.433 -0.178 1.817 -0.02 0.04 0.07 0.037
H -3.811 0.820 3.219 0.03 -0.04 -0.01 0.048
H -0.631 0.543 4.991 -0.02 0.09 -0.01 0.024
H -1.622 2.004 4.940 0.04 -0.02 -0.02 0.052
H 0.047 2.065 4.394 -0.06 -0.03 0.05 0.027
H -1.706 2.612 0.725 -0.03 0.01 0.01 0.012
H -1.105 3.466 2.138 -0.03 -0.04 -0.02 0.037
H -2.798 3.000 2.048 0.05 -0.02 0.02 0.047
H 1.992 0.443 4.466 0.06 0.02 -0.05 0.040
H 3.460 0.814 3.566 -0.01 -0.04 0.01 0.049
H 2.797 -0.830 3.540 0.02 0.06 0.03 0.041
H 1.177 3.098 2.696 0.04 -0.01 -0.04 0.040
H 1.031 2.889 0.952 0.05 0.00 0.02 0.041
H 2.628 2.880 1.714 -0.04 0.05 0.01 0.052
H 4.530 0.331 1.189 -0.02 0.00 -0.03 0.120
H 5.523 -0.238 -1.009 -0.03 -0.01 0.01 0.126
H 4.022 -0.715 -2.944 0.00 0.00 0.01 0.123
H 1.569 -0.632 -2.592 -0.02 0.04 0.01 0.123
C -1.429 -3.670 -1.937 -0.08 -0.01 -0.03 -0.042
C -0.592 -2.437 -2.113 0.21 0.26 0.11 -0.184
O -0.940 -1.421 -1.091 -0.23 0.01 0.27 -0.044
H -1.172 -4.378 -2.726 -0.01 0.00 0.03 0.100
H -2.494 -3.445 -2.035 0.02 -0.01 -0.01 0.097
H -1.251 -4.141 -0.973 0.02 -0.01 0.04 0.082
H -0.733 -1.955 -3.078 -0.02 -0.01 -0.06 0.132
H 0.466 -2.625 -1.951 0.00 -0.06 0.01 0.112
H -1.903 -1.322 -1.075 -0.04 -0.09 -0.10 0.143
O -0.717 1.342 -1.107 -0.22 0.23 0.05 -0.147
N -0.941 1.283 -2.436 0.07 0.15 0.03 0.084
C -0.956 2.456 -2.964 0.03 -0.13 0.00 -0.262
C -0.705 3.637 -2.171 -0.12 0.02 -0.20 -0.141
N -0.506 4.569 -1.532 0.03 -0.05 0.00 0.215
C -1.209 2.562 -4.381 0.03 -0.02 0.22 -0.145
N -1.410 2.646 -5.507 0.02 0.00 0.06 0.196
```
Positions in Å, forces in eV/Å.

Its HOMO energy is -12.71 eV. The value obtained for the HOMO-LUMO gap is 9.261 eV. The total energy is -2224.755207 hartree. As for the charge: +1.